## w
C4H11N3 | wB97M-V/def2-TZVPD

Last column: Mulliken charge in e.
Atoms and positions in Å:
N  1.01808  -1.38965  1.97300  -0.69
N  0.09285  0.12360  0.39758  -0.18
N  -1.07427  -1.81563  1.03289  -0.49
C  -0.06574  2.54829  -1.25271  -1.00
C  -0.31504  0.02223  -1.00940  -0.49
C  0.14103  -1.07088  1.10465  0.41
C  0.22706  1.18287  -1.86518  -0.56
H  -1.42452  -1.87293  1.97800  0.25
H  -0.04650  -0.91239  -1.46617  0.29
H  1.27207  0.99886  -2.12104  0.33
H  0.45400  2.64946  -0.29414  0.29
H  -0.35742  1.08934  -2.77090  0.32
H  -1.40407  0.10340  -1.07210  0.25
H  -1.13307  2.67964  -1.09610  0.28
H  1.75302  -0.68142  1.99912  0.21
H  -1.08831  -2.73121  0.61148  0.21
H  0.38974  3.33407  -1.85809  0.35
H  0.92329  0.69217  0.49118  0.23

Values from the calculation:
SMILES string: [H]/N=C(/N)NCCC
Gap between HOMO and LUMO, eV: 10.0
LUMO, eV: 0.93
2S+1: 1


## x
C4H11N3 | wB97M-V/def2-TZVPD

Last column: Mulliken charge in e.
Atoms and positions in Å:
N  -0.59708  1.33153  2.03460  -0.72
N  0.28773  -0.16190  0.53073  -0.42
N  -1.77417  -0.80471  1.67875  -0.39
C  1.73994  0.57175  -2.49827  -0.97
C  -0.71520  0.14645  1.55021  0.48
C  -0.17202  -0.29957  -0.87975  -0.48
C  0.97099  -0.70366  -1.80593  -0.51
H  0.52364  -1.40788  -2.59696  0.28
H  1.71248  -1.24162  -1.14638  0.30
H  -2.27781  -0.84001  2.55778  0.24
H  1.84928  1.47953  -1.84768  0.30
H  -0.73149  0.52493  -1.17808  0.31
H  0.22029  1.85205  1.66139  0.23
H  -0.94548  -1.13612  -0.72181  0.27
H  1.15055  0.50080  0.52814  0.28
H  2.75657  0.33287  -2.79050  0.33
H  -1.73346  -1.65424  1.07429  0.22
H  1.11775  0.74545  -3.44632  0.25

Values from the calculation:
SMILES string: [H]/N=C(/N)NCCC
Gap between HOMO and LUMO, eV: 9.5
LUMO, eV: 0.93
2S+1: 1


## y
C4H11N3 | wB97M-V/def2-TZVPD

Last column: Mulliken charge in e.
Atoms and positions in Å:
N  2.83651  -0.36157  1.35299  -0.50
N  0.50155  -0.39983  0.91851  -0.40
N  -2.42401  -0.49901  -0.99233  -0.52
C  -1.86464  0.74904  -0.42863  -0.46
C  -0.39820  0.83906  -0.99610  -0.79
C  1.52460  -0.83935  1.54307  0.08
C  0.61645  -0.26610  -0.53951  -0.53
H  -2.45752  1.63730  -0.69440  0.33
H  -3.30760  -0.37810  -1.46825  0.19
H  1.63274  0.00196  -0.86104  0.31
H  1.55213  -1.33930  2.51793  0.30
H  0.06230  1.73813  -0.60359  0.36
H  -1.61466  0.64921  0.62692  0.31
H  -0.44612  0.73132  -2.08538  0.35
H  0.09915  -1.14141  -1.00680  0.33
H  2.98234  0.42935  0.74868  0.19
H  3.26786  -0.33146  2.26353  0.25
H  -2.56290  -1.21923  -0.29560  0.20

Values from the calculation:
SMILES string: N/C=N\CCCN
Gap between HOMO and LUMO, eV: 9.3
LUMO, eV: 0.95
2S+1: 1


## z
C4H11N3 | wB97M-V/def2-TZVPD

Last column: Mulliken charge in e.
Atoms and positions in Å:
N  3.52451  -2.25062  -0.42391  -0.34
N  -4.99569  -0.14463  0.88134  -0.34
N  -4.65602  -0.91616  0.01771  -0.04
C  3.01403  1.20668  -0.18737  -0.81
C  -3.73048  -0.55274  -1.01032  -0.58
C  3.23145  -2.12849  0.66874  0.05
C  1.67198  0.95382  0.48469  -0.84
H  -4.57254  0.81690  0.84132  0.21
H  1.76371  1.00607  1.56889  0.26
H  3.75279  0.47251  0.12075  0.25
H  1.28573  -0.02670  0.21684  0.25
H  2.91195  1.15264  -1.26748  0.26
H  2.95219  -2.01570  1.68528  0.29
H  -3.41322  0.50006  -0.95551  0.33
H  3.37708  2.19405  0.07967  0.32
H  0.94651  1.70268  0.17337  0.32
H  -4.19963  -0.76025  -1.97225  0.21
H  -2.86435  -1.21013  -0.92175  0.20

Values from the calculation:
SMILES string: [H]/N=N\C.C#N.CC
Gap between HOMO and LUMO, eV: 9.8
LUMO, eV: 0.70
2S+1: 1


Which structure is the most stable? The one labeled w.


## w
C2H3N5O | wB97M-V/def2-TZVPD

Last column: Mulliken charge in e.
Atoms and positions in Å:
O  -1.18982  0.00007  -0.70559  -0.22
N  0.92073  -0.28929  0.18497  -0.58
N  -2.54549  0.25720  1.09714  -0.14
N  2.67863  0.18165  -1.30978  -0.59
N  -1.32764  -0.32847  1.42171  -0.09
N  -2.54603  0.32537  -0.09268  0.03
C  1.39731  -0.00913  -1.09723  0.03
C  -0.36548  -0.28771  0.23309  0.61
H  -1.03401  -0.34637  2.47178  0.29
H  0.80403  0.40982  -1.82512  0.39
H  3.20778  0.08685  -0.37829  0.26

Values from the calculation:
SMILES string: [H]/N=C\N=c1\[nH]nno1
Gap between HOMO and LUMO, eV: 9.8
LUMO, eV: 0.18
2S+1: 1


## x
C2H3N5O | wB97M-V/def2-TZVPD

Last column: Mulliken charge in e.
Atoms and positions in Å:
O  -0.97676  -1.15833  -0.12469  -0.25
N  -2.88405  0.01841  0.15389  -0.11
N  1.31887  -0.66135  -0.26728  -0.21
N  0.58599  0.53584  -0.36640  -0.52
N  -1.75310  0.90691  -0.09747  -0.10
N  -2.57136  -1.13519  -0.03330  0.05
C  2.50187  -0.22746  0.27656  -0.28
C  -0.62746  0.06286  -0.27507  0.61
H  3.27923  -1.06835  0.05316  0.21
H  -1.81806  1.97874  0.16196  0.32
H  2.94483  0.74791  0.51864  0.29

Values from the calculation:
SMILES string: C=N/N=c1/[nH]nno1
Gap between HOMO and LUMO, eV: 8.7
LUMO, eV: -0.03
2S+1: 1


Which structure is the most stable? The one labeled w.


## w
C5H16N3 | wB97M-V/def2-TZVPD

Last column: Mulliken charge in e.
Atoms and positions in Å:
N  -2.49568  1.86184  -0.45445  -0.45
N  -0.63592  0.80460  -1.27326  -0.31
N  -2.56216  -0.39185  -0.96873  -0.12
C  2.72337  -0.53469  1.18182  -0.17
C  -2.03249  -1.62623  -1.51149  -0.93
C  1.25081  -0.79139  1.56469  -0.75
C  -1.88204  0.72988  -0.87471  0.72
C  2.96384  0.96701  1.05641  -1.06
H  -0.23003  0.11614  -1.88866  0.22
H  3.33916  -1.03172  1.92882  0.27
H  -2.04159  -1.75134  -2.59987  0.36
H  -3.54405  -0.39219  -0.80240  0.23
H  2.93862  -0.97871  0.21565  0.30
H  2.12662  1.43401  0.53108  0.14
H  -3.47807  1.86243  -0.22313  0.23
H  3.02910  1.44645  2.03614  0.33
H  3.89562  1.19534  0.53859  0.35
H  0.94595  -1.64707  2.17200  0.40
H  0.79743  0.11530  1.87018  0.33
H  -2.03830  2.47054  0.21398  0.25
H  0.00020  1.55233  -1.05654  0.19
H  0.65514  -1.13502  0.69195  -0.10
H  -2.68951  -2.44612  -1.21814  0.31
H  -1.03602  -1.82953  -1.12993  0.26

Values from the calculation:
Gap between HOMO and LUMO, eV: 11.0
Net charge: +1
LUMO, eV: -3.05
2S+1: 1


## x
C5H16N3 | wB97M-V/def2-TZVPD

Last column: Mulliken charge in e.
Atoms and positions in Å:
N  -0.47415  1.43115  -0.03668  -0.24
N  1.86549  0.78053  0.62774  -0.63
N  -2.19162  -0.15423  0.12794  0.07
C  2.24340  -0.26637  -0.30224  -0.40
C  -3.19962  0.61646  -0.56825  -0.97
C  -0.95737  0.29099  0.39067  -0.02
C  3.74412  -0.60453  -0.25717  -1.09
C  -2.53247  -1.51394  0.42776  -0.91
H  -3.48238  -1.56873  0.09982  0.35
H  -1.79694  -2.17307  -0.18161  0.32
H  -3.12858  1.75887  -0.56061  0.33
H  3.76164  -1.00805  0.68572  0.36
H  -0.36074  -0.30101  1.05811  0.49
H  -0.72907  2.06800  -0.77422  0.21
H  -2.41981  -1.76708  1.49407  0.31
H  -3.16165  0.54613  -1.66357  0.40
H  2.55884  1.54653  0.59884  0.28
H  1.53135  -1.11701  -0.23828  0.29
H  2.13497  0.10616  -1.34191  0.31
H  -4.20264  0.32146  -0.22643  0.35
H  1.92372  0.27917  1.50848  0.26
H  0.44224  1.59749  0.40439  0.32
H  4.24576  0.41087  -0.22351  0.26
H  4.18551  -1.27982  -1.04907  0.34

Values from the calculation:
Gap between HOMO and LUMO, eV: 10.6
Net charge: +1
LUMO, eV: -3.01
2S+1: 1


## y
C5H16N3 | wB97M-V/def2-TZVPD

Last column: Mulliken charge in e.
Atoms and positions in Å:
N  1.77025  -0.98527  3.06705  -0.65
N  -1.62912  0.33950  -1.02312  -0.42
N  -0.35948  2.01469  -3.40923  -0.66
C  -2.24533  0.27044  0.32767  -0.84
C  1.36908  -1.13374  0.67329  -0.72
C  1.03035  -0.35661  2.00709  -0.30
C  0.35709  -1.00786  -0.33791  -0.02
C  -0.11681  0.26257  -0.85967  -0.27
H  2.75587  -1.08525  2.84497  0.22
H  1.72774  -0.44931  3.92415  0.25
H  2.19955  -0.57838  0.18947  0.35
H  -0.03050  -0.50756  2.15757  0.24
H  -1.83332  -0.58710  -1.39514  0.26
H  -1.94723  1.09539  0.96792  0.34
H  -2.00331  -0.67775  0.84301  0.30
H  0.24413  1.11110  -0.28232  0.29
H  1.31601  0.68793  1.88222  0.35
H  1.59697  -2.18270  0.84412  0.42
H  0.19999  0.35863  -1.91989  0.36
H  -1.10784  1.51687  -2.95160  0.29
H  -0.24237  1.67519  -4.35165  0.21
H  0.28158  -1.84353  -1.03650  0.41
H  -3.32817  0.25151  0.25210  0.34
H  -0.59199  2.99954  -3.37273  0.23

Values from the calculation:
Gap between HOMO and LUMO, eV: 6.3
Net charge: +1
LUMO, eV: -6.83
2S+1: 1


## z
C5H16N3 | wB97M-V/def2-TZVPD

Last column: Mulliken charge in e.
Atoms and positions in Å:
N  -0.02147  -2.03274  0.52265  -0.61
N  -0.32493  -0.78874  -1.77256  -0.27
N  -0.09606  1.26370  2.00703  -0.50
C  1.45462  0.81338  -1.76677  -1.08
C  0.46955  -0.07844  1.98501  -0.60
C  0.16715  0.59060  -1.61418  0.75
C  -0.88800  1.60759  -1.30036  -1.29
C  -0.58348  -1.09957  1.54538  -0.53
H  -1.53424  1.75449  -2.16785  0.40
H  -0.82254  1.32824  2.72441  0.22
H  1.89824  1.78280  -1.63027  0.32
H  -1.28525  -0.79354  -2.09006  0.38
H  0.93503  -2.24114  0.76460  0.26
H  -0.91576  -1.67912  2.40739  0.40
H  -0.21155  -1.39769  -0.76378  0.32
H  -0.52573  -2.90912  0.54109  0.30
H  0.88335  -0.40604  2.94541  0.38
H  0.61890  1.93075  2.22905  0.23
H  -0.40631  2.55192  -1.07641  0.35
H  1.29650  -0.08675  1.26318  0.36
H  2.12218  0.00750  -2.03265  0.27
H  -1.42424  -0.58544  1.07987  0.23
H  -1.50778  1.28460  -0.46635  0.32
H  0.24147  -1.29129  -2.46139  0.39

Values from the calculation:
Gap between HOMO and LUMO, eV: 10.2
Net charge: +1
LUMO, eV: -2.79
2S+1: 1


Which structure is the most stable? The one labeled w.


## w
C4H6N2 | wB97M-V/def2-TZVPD

Last column: Mulliken charge in e.
Atoms and positions in Å:
N  -0.87002  -0.12163  0.98765  0.07
N  -0.69624  -1.40816  0.65032  -0.66
C  -0.48301  0.71332  -0.03306  0.39
C  -0.56923  -0.07473  -1.18453  -0.43
C  0.93708  1.06171  0.36571  -0.97
C  -0.59828  -1.38014  -0.68520  -0.31
H  1.54316  1.52857  -0.41522  0.28
H  -0.42378  0.24288  -2.21056  0.37
H  -0.66533  0.14317  1.94247  0.30
H  -0.44814  -2.30205  -1.22828  0.40
H  1.05126  1.58150  1.32222  0.23
H  1.20023  -0.04906  0.54525  0.32

Values from the calculation:
SMILES string: Cc1ccn[nH]1
Gap between HOMO and LUMO, eV: 9.1
LUMO, eV: 0.47
2S+1: 1


## x
C4H6N2 | wB97M-V/def2-TZVPD

Last column: Mulliken charge in e.
Atoms and positions in Å:
N  0.08958  -0.67413  0.57358  -0.44
N  -2.05006  0.73514  -0.80336  -0.55
C  0.55368  0.08616  -0.30045  0.08
C  -1.21699  -1.30776  0.40869  -0.17
C  -2.03013  -0.13369  0.00160  0.26
C  1.82036  0.86487  -0.02780  -0.91
H  -1.51901  -2.05822  -0.45567  0.17
H  2.91040  0.70282  0.08192  0.34
H  1.89029  1.61319  -0.85440  0.27
H  -1.74291  -1.77320  1.25135  0.27
H  1.37292  1.32769  0.90244  0.21
H  -0.07815  0.61712  -0.77791  0.46

Values from the calculation:
SMILES string: C/C=N/CC#N
Gap between HOMO and LUMO, eV: 10.4
LUMO, eV: 0.47
2S+1: 1


## y
C4H6N2 | wB97M-V/def2-TZVPD

Last column: Mulliken charge in e.
Atoms and positions in Å:
N  -0.30718  1.48897  0.31332  -0.49
N  0.88065  0.84752  0.62308  -0.13
C  -1.28794  0.77245  0.01760  0.16
C  -1.35825  -0.66751  -0.09007  -0.73
C  1.58940  0.14085  -0.38847  -0.30
C  0.83837  -0.61730  0.60960  -0.28
H  1.18787  -1.20272  1.39730  0.26
H  -1.41810  -1.28786  -1.06293  0.25
H  -1.79158  -1.17202  0.73226  0.30
H  2.60095  0.34724  -0.47164  0.31
H  -2.11001  1.34982  -0.27346  0.45
H  1.17582  0.00057  -1.40659  0.19

Values from the calculation:
Gap between HOMO and LUMO, eV: 9.6
LUMO, eV: 0.56
2S+1: 1


## z
C4H6N2 | wB97M-V/def2-TZVPD

Last column: Mulliken charge in e.
Atoms and positions in Å:
N  -0.41042  -0.17014  2.88351  -0.81
N  -0.63144  0.28038  1.86042  0.66
C  -1.29217  0.68653  0.85986  -0.25
C  0.66314  -0.41184  -0.04672  -0.45
C  -0.59340  0.49324  -0.44844  -0.47
C  1.16978  0.17395  1.14451  -0.53
H  -0.15854  1.41677  -0.69587  0.23
H  -1.34481  0.29532  -1.28743  0.35
H  0.43386  -1.55023  -0.24858  0.27
H  1.63544  -0.15868  -0.65993  0.27
H  1.71251  -0.64422  1.65368  0.23
H  -2.25078  1.03510  1.00497  0.50

Values from the calculation:
Gap between HOMO and LUMO, eV: 7.8
LUMO, eV: -0.30
2S+1: 1


Which structure is the most stable? The one labeled w.